1.
Here is C20H16F6N4O5STc as an isolated structure from the Open Molecules 2025 dataset. Energies are from wB97M-V/def2-TZVPD.

The value obtained for the HOMO-LUMO gap (spin up / spin down) is 6.940 / 3.361 eV. Its expectation value of S² is 0.758. The charge is +2. As for the LUMO energy (spin up / spin down): -7.6 / -11.2 eV. As for the energy above the lowest of the compared OMol25 structures with the same formula, charge and spin: 25.3 kcal per mole. The spin multiplicity is 2.

The geometry in XYZ format:
```
53
C20H16F6N4O5STc | the Open Molecules 2025 dataset | wB97M-V/def2-TZVPD
Tc 0.675 1.458 -0.335
S -2.498 -3.798 -2.671
F -0.213 4.406 0.957
F 1.054 5.695 -0.215
F -2.189 4.422 -2.655
F 1.577 3.585 0.021
F -1.532 5.991 -1.303
F -2.420 4.171 -0.521
O 3.036 0.484 5.557
O 4.058 -0.206 1.053
O 4.389 -0.205 3.923
O 2.329 0.437 -0.237
O -0.378 2.637 -1.291
N 1.045 1.245 3.865
N 0.848 1.172 1.724
N -0.323 -0.240 -0.935
N -0.629 -7.370 -0.632
C 2.098 0.674 2.064
C -0.986 -6.040 -2.608
C -1.439 -0.691 -0.336
C -2.020 -5.410 -0.505
C -0.218 4.058 -1.420
C 0.152 -0.871 -2.026
C -1.144 2.102 2.971
C 2.966 0.263 0.944
C 0.517 4.514 -0.147
C 3.270 0.312 4.397
C -0.429 -7.122 -1.930
C -2.135 -1.779 -0.819
C -1.631 4.677 -1.475
C 2.222 0.709 3.408
C -0.485 -1.963 -2.576
C 0.588 4.402 -2.654
C -1.640 -2.419 -1.950
C -1.418 -6.532 0.050
C 0.223 1.524 2.841
C -1.771 -5.183 -1.851
H 0.038 4.102 -3.542
H 0.863 1.382 4.855
H -1.585 -6.771 1.095
H -1.508 2.443 2.004
H -1.780 -0.152 0.540
H 1.072 -0.491 -2.457
H -2.670 -4.775 0.085
H -3.038 -2.101 -0.316
H 0.774 5.474 -2.699
H -1.837 1.359 3.372
H 0.203 -7.822 -2.465
H 1.545 3.880 -2.629
H 4.405 -0.260 2.948
H -0.074 -2.435 -3.459
H -1.140 2.953 3.652
H -0.814 -5.894 -3.668
```

=====

2.
Here is C20H16N5SV as an isolated structure from the Open Molecules 2025 dataset. Energies are from wB97M-V/def2-TZVPD.

The value obtained for the HOMO-LUMO gap (spin up / spin down) is 7.119 / 7.816 eV. Its expectation value of S² is 2.122. The charge is +2. As for the LUMO energy (spin up / spin down): -8.0 / -7.3 eV. The spin multiplicity is 3.

The geometry in XYZ format:
```
43
C20H16N5SV | the Open Molecules 2025 dataset | wB97M-V/def2-TZVPD
V 0.978 -0.188 -0.799
S 2.213 0.445 0.855
N 0.538 -2.364 -0.509
N 2.678 -0.286 3.307
N 0.512 1.628 -1.975
N -0.892 -0.619 -1.915
N 1.278 1.646 2.994
C -2.565 -2.153 -2.579
C 0.865 -4.525 0.431
C 0.285 2.903 4.809
C -3.085 -1.151 -3.360
C 1.185 1.778 4.344
C -1.430 0.349 -2.659
C 1.858 0.929 5.217
C 1.266 -3.216 0.237
C -1.115 -4.055 -0.780
C -2.547 0.114 -3.450
C -1.417 -1.865 -1.854
C -0.644 -2.792 -1.038
C -0.347 -4.954 -0.093
C 0.702 3.927 -2.596
C -0.694 1.619 -2.588
C 1.186 2.790 -1.971
C 2.009 0.619 2.602
C -1.245 2.727 -3.178
C -0.516 3.882 -3.230
C 2.573 -0.116 4.661
H -2.082 -4.373 -1.120
H -0.747 2.773 4.503
H 0.345 2.980 5.904
H -0.666 -5.967 0.056
H -3.018 -3.133 -2.531
H -2.988 0.851 -4.096
H -3.944 -1.421 -3.939
H 0.617 3.831 4.362
H 2.093 2.814 -1.389
H 1.496 -5.188 1.008
H 1.302 4.820 -2.592
H 2.172 -2.851 0.689
H 1.820 1.105 6.298
H 3.133 -0.798 5.252
H -2.244 2.731 -3.574
H -0.916 4.753 -3.714
```

=====

3.
Here is one molecule with the formula C20H16N8OS from the Open Molecules 2025 dataset. Energies are from wB97M-V/def2-TZVPD.

The value obtained for the HOMO-LUMO gap is 8.567 eV. As for the structure (SMILES): Nc1ncnc2c1c(-c1ccccc1)nn2Cc1cn(CC(=O)c2cccs2)nn1. As for the LUMO energy: 0.1 eV. As for the energy above the lowest of the compared OMol25 structures with the same formula, charge and spin: 11.6 kcal per mole.

The geometry in XYZ format:
```
46
C20H16N8OS | the Open Molecules 2025 dataset | wB97M-V/def2-TZVPD
S -2.706 2.502 -0.947
O -2.585 3.282 -3.975
N 1.676 0.676 0.855
N 0.148 1.924 -3.867
N 1.684 2.829 -2.763
N 0.830 3.051 -3.600
N -0.436 -3.080 2.089
N 1.144 -2.012 -1.344
N 0.287 -3.710 0.015
N 1.818 0.121 -0.363
C 0.079 0.892 3.475
C 0.764 0.870 -3.256
C -2.942 0.971 -0.111
C -1.097 1.749 -4.622
C 1.290 -1.161 -0.357
C 1.095 -0.271 1.577
C 1.514 -1.059 3.851
C 0.307 -2.807 0.975
C 0.675 -3.248 -1.173
C 0.858 -0.179 3.031
C -0.120 1.123 4.795
C 0.585 0.315 5.695
C -2.096 2.247 -3.711
C -2.454 0.211 -2.245
C 1.685 1.451 -2.468
C 2.554 0.661 -1.515
C 1.375 -0.775 5.183
C 0.802 -1.495 0.916
C -2.729 -0.094 -0.894
C -2.450 1.555 -2.460
H -0.817 1.894 4.991
H 3.113 -0.129 -2.090
H -0.592 1.627 2.996
H 2.053 -2.019 3.511
H -2.297 -0.598 -2.917
H 1.843 -1.593 5.770
H 0.511 -3.936 -1.977
H 0.512 -0.176 -3.378
H -1.481 0.789 -4.904
H 0.687 0.281 6.698
H -1.008 2.362 -5.497
H -2.778 -1.123 -0.516
H -0.514 -2.193 2.597
H 3.200 1.396 -1.290
H -3.042 0.795 0.941
H -0.946 -3.916 2.281
```

=====

4.
Here is one molecule with the formula C20H16O6 from the Open Molecules 2025 dataset. Energies are from wB97M-V/def2-TZVPD.

The value obtained for the HOMO-LUMO gap is 7.563 eV. As for the structure (SMILES): C=CC(C)(C)c1cc(O)c2oc3c(O)c4occc4cc3c(=O)c2c1O. As for the LUMO energy: -0.3 eV. As for the energy above the lowest of the compared OMol25 structures with the same formula, charge and spin: 52.6 kcal per mole.

The geometry in XYZ format:
```
42
C20H16O6 | the Open Molecules 2025 dataset | wB97M-V/def2-TZVPD
O -0.421 0.538 2.227
O -0.504 -3.046 5.391
O 0.741 2.936 1.688
O -1.721 -1.817 -0.767
O -0.082 -0.306 4.859
O -0.301 -0.637 -2.422
C -0.128 0.262 -1.425
C -0.697 -0.707 2.497
C -0.158 0.900 0.884
C -0.469 -1.160 3.814
C -1.210 -1.225 0.121
C -0.624 -2.538 4.093
C -1.138 -3.444 3.257
C 2.440 1.031 -3.212
C 1.530 3.258 -3.140
C -1.281 1.962 -4.218
C 0.108 1.685 -4.274
C -1.246 -4.661 3.985
C 0.754 2.446 -0.685
C 0.428 2.142 0.626
C -0.557 0.033 -0.154
C 1.079 1.801 -3.079
C -0.867 -4.450 5.269
C 0.492 1.501 -1.743
C -1.080 -1.672 1.563
C -1.268 -3.044 1.844
H -2.057 1.805 -4.971
H 2.933 1.610 -4.014
H 0.545 1.250 -5.216
H 2.278 -0.014 -3.645
H -1.604 -5.607 3.625
H 3.029 1.082 -2.311
H -1.582 -3.942 1.164
H -0.099 -0.871 5.666
H 2.452 3.450 -2.563
H -0.859 -1.338 -2.008
H -0.828 -5.218 6.058
H 0.640 3.842 -2.827
H 1.130 3.451 -0.829
H 0.273 2.610 2.500
H 1.858 3.731 -4.176
H -1.931 2.370 -3.452
```